The following is a quantum chemistry calculation of a 2-piece molecular cluster, C25H51IN3O3PS2 overall at a distorted geometry, from OMol25.

Cartesian coordinates (Å):
C 5.930 1.035 2.571
C 4.775 0.280 2.795
N 3.681 0.036 1.857
C 4.292 -0.361 0.577
S 5.397 -1.867 0.785
C 3.110 -0.613 -0.469
P 1.745 -1.777 0.093
O 2.260 -2.804 1.117
N 2.620 0.783 -0.852
C 1.565 0.582 -1.897
C 1.324 1.730 -2.959
C 1.588 1.135 -4.440
I 2.388 3.586 -2.740
C 2.329 1.678 0.305
S 0.618 2.425 0.335
C 2.630 1.070 1.777
C 2.717 2.224 2.900
C 2.270 1.674 4.360
C 1.024 2.454 4.985
C -0.364 1.629 4.906
C -1.315 2.081 3.714
O -1.811 3.426 3.816
C -1.102 4.342 2.966
C -1.214 5.782 3.678
H 6.727 1.216 3.355
H 6.120 1.495 1.548
H 4.665 -0.150 3.846
H 4.970 0.433 0.098
H 5.144 -2.682 -0.324
H 3.607 -1.106 -1.376
H 0.704 -1.033 0.774
H 1.098 -2.462 -0.983
H 3.452 1.176 -1.343
H 1.899 -0.332 -2.507
H 0.541 0.258 -1.495
H 0.206 1.970 -2.953
H 1.477 1.923 -5.246
H 2.539 0.528 -4.507
H 0.720 0.403 -4.608
H 3.020 2.587 0.217
H -0.317 1.418 0.500
H 1.648 0.532 2.049
H 1.962 3.061 2.694
H 3.720 2.749 2.918
H 1.941 0.587 4.214
H 3.117 1.690 5.107
H 0.933 3.514 4.603
H 1.237 2.544 6.107
H -0.192 0.506 4.868
H -0.932 1.849 5.874
H -0.780 1.850 2.742
H -2.237 1.400 3.731
H -0.016 4.081 2.785
H -1.578 4.440 1.926
H -1.086 6.641 2.956
H -2.279 5.836 4.095
H -0.532 5.856 4.591
C -4.114 -2.403 -4.837
C -3.705 -1.891 -3.442
C -4.857 -2.135 -2.443
C -5.088 -3.593 -2.057
C -3.826 -4.451 -2.139
C -2.503 -3.664 -2.044
N -2.490 -2.648 -3.097
O -1.313 -1.890 -3.111
C -1.377 -4.680 -2.321
C -2.318 -3.122 -0.622
C -3.550 -0.361 -3.541
H -3.328 -2.207 -5.571
H -5.028 -1.909 -5.193
H -4.302 -3.479 -4.838
H -4.666 -1.566 -1.527
H -5.795 -1.725 -2.841
H -5.494 -3.627 -1.041
H -5.858 -4.032 -2.699
H -3.870 -5.226 -1.366
H -3.846 -4.995 -3.090
H -1.436 -5.058 -3.346
H -1.453 -5.541 -1.647
H -0.385 -4.242 -2.179
H -2.324 -3.938 0.110
H -3.100 -2.420 -0.319
H -1.361 -2.613 -0.524
H -4.493 0.102 -3.854
H -2.799 -0.070 -4.279
H -3.276 0.078 -2.577

DFT total energy   -2808.17412 Eh
2S+1   1
Relative energy (zero: lowest compared OMol25 entry of this formula, charge and spin)   0.0 kcal per mole



The following is a quantum chemistry calculation of C4H12N2 as an isolated structure at a distorted geometry, from OMol25.

Cartesian coordinates (Å):
C -0.722 -0.077 -1.067
C 1.577 1.002 0.276
C 1.454 -1.371 0.054
C -2.131 0.534 0.818
N 0.715 -0.134 0.077
N -1.674 -0.454 -0.131
H -1.887 -0.894 -1.318
H -0.316 -0.733 -1.836
H -0.659 0.983 -1.320
H 0.771 -2.210 -0.101
H 1.983 -1.531 1.004
H 2.213 -1.399 -0.748
H 0.985 1.920 0.312
H 2.340 1.108 -0.515
H 2.116 0.919 1.230
H -3.200 0.397 0.998
H -1.941 1.561 0.495
H -1.623 0.377 1.772

DFT total energy   -268.91613 Eh
2S+1   1
Relative energy (zero: lowest compared OMol25 entry of this formula, charge and spin)   125.6 kcal per mole



The following is a quantum chemistry calculation of C34H27BrIN4O2PdS as an isolated structure at a distorted geometry, from OMol25.

Cartesian coordinates (Å):
Pd -0.657 0.474 -2.738
Br 3.326 1.175 5.892
C 4.277 1.070 4.256
C 5.243 2.021 3.965
C 5.909 1.974 2.754
C 5.564 1.008 1.809
C 4.614 0.032 2.130
C 3.983 0.053 3.359
N 6.235 0.964 0.578
N 5.662 0.789 -0.505
C 4.331 1.052 -0.768
C 3.674 2.151 -0.212
C 2.371 2.471 -0.547
C 1.619 1.658 -1.406
O 0.355 1.872 -1.616
C 2.297 0.556 -2.023
N 1.564 -0.212 -2.868
C 2.117 -1.267 -3.422
C 3.462 -1.609 -3.220
C 4.229 -0.838 -2.386
C 3.651 0.274 -1.744
H 5.470 2.796 4.684
H 6.658 2.714 2.507
H 4.407 -0.763 1.425
H 3.259 -0.707 3.616
H 4.224 2.782 0.475
H 1.885 3.341 -0.127
H 1.485 -1.865 -4.066
H 3.879 -2.469 -3.723
H 5.275 -1.062 -2.217
O -1.047 -1.508 -1.417
S -2.288 -1.457 -0.555
C -1.779 -2.264 1.024
C -0.903 -1.416 1.891
C -1.300 -1.096 3.186
C -0.523 -0.255 3.970
C 0.657 0.273 3.468
C 1.067 -0.055 2.182
C 0.295 -0.898 1.399
C -2.464 0.288 0.008
C -3.817 0.459 0.632
C -3.948 0.845 1.961
C -5.207 0.959 2.532
C -6.340 0.675 1.785
C -6.216 0.285 0.459
C -4.961 0.176 -0.115
H -1.267 -3.166 0.682
H -2.715 -2.535 1.513
H -2.221 -1.508 3.579
H -0.850 0.007 4.968
H 1.254 0.941 4.075
H 1.981 0.362 1.779
H 0.608 -1.137 0.389
H -2.357 0.873 -0.911
H -1.650 0.534 0.685
H -3.060 1.064 2.540
H -5.299 1.261 3.567
H -7.320 0.760 2.234
H -7.098 0.055 -0.124
H -4.857 -0.127 -1.152
I -2.621 2.165 -3.936
C -3.004 0.124 -4.358
C -4.217 -0.318 -4.839
C -4.382 -1.690 -4.979
C -3.335 -2.537 -4.646
C -2.147 -1.988 -4.200
N -1.983 -0.672 -4.054
H -5.000 0.382 -5.088
H -5.323 -2.086 -5.336
H -3.435 -3.609 -4.732
H -1.298 -2.600 -3.929

DFT total energy   -5078.82181 Eh
Charge   +1
2S+1   1
Relative energy (zero: lowest compared OMol25 entry of this formula, charge and spin)   14.6 kcal per mole



The following is a quantum chemistry calculation of C32H70BGeN9OP3SeTi as an isolated structure at a distorted geometry, from OMol25.

Cartesian coordinates (Å):
Ti -16.123 10.841 8.275
C -14.112 12.799 10.619
C -15.537 12.661 10.797
C -16.274 13.208 11.809
C -17.625 13.186 11.412
C -18.760 13.700 12.183
N -17.704 12.602 10.225
N -16.433 12.148 9.863
B -18.983 12.082 9.500
N -18.955 10.495 9.577
N -17.621 9.874 9.572
C -17.711 8.748 10.292
C -16.535 7.872 10.357
C -18.984 8.628 10.837
C -19.696 9.782 10.442
C -21.131 10.149 10.764
N -18.799 12.366 7.989
N -17.909 11.618 7.243
C -18.182 11.910 5.895
C -17.733 11.111 4.752
C -19.155 12.873 5.853
C -19.597 13.069 7.155
C -20.749 13.977 7.455
H -13.741 13.812 10.797
H -13.581 12.267 11.406
H -13.787 12.395 9.668
H -15.963 13.522 12.814
H -18.399 14.007 13.171
H -19.240 14.591 11.699
H -19.480 12.877 12.339
H -20.063 12.547 9.957
H -15.815 8.253 9.610
H -16.122 7.884 11.421
H -16.888 6.857 10.063
H -19.353 7.877 11.499
H -21.605 9.253 11.025
H -21.195 10.846 11.614
H -21.559 10.598 9.875
H -16.843 10.568 5.053
H -18.553 10.470 4.367
H -17.522 11.819 3.910
H -19.486 13.422 5.031
H -21.151 14.431 6.519
H -21.612 13.475 7.929
H -20.414 14.790 8.080
C -13.265 8.253 8.326
P -13.552 10.067 8.582
C -12.300 10.279 9.940
C -12.516 10.696 7.201
C -12.863 12.155 6.907
P -14.698 12.491 6.855
C -14.843 14.160 7.583
C -15.031 13.008 5.090
H -12.322 7.934 8.728
H -13.368 7.974 7.270
H -14.047 7.713 8.893
H -11.898 11.285 9.993
H -11.390 9.697 9.651
H -12.762 10.020 10.913
H -12.723 10.063 6.348
H -11.458 10.543 7.360
H -12.419 12.475 5.962
H -12.433 12.762 7.724
H -14.248 14.870 7.062
H -14.524 14.265 8.624
H -15.895 14.489 7.660
H -14.213 13.652 4.734
H -15.932 13.619 5.128
H -15.197 12.176 4.384
C -14.340 5.919 5.639
N -15.620 6.446 6.232
C -16.200 5.537 7.245
P -16.312 7.943 6.039
O -15.992 9.058 7.034
N -15.842 8.340 4.487
C -14.865 9.399 4.263
C -15.986 7.418 3.369
N -17.952 7.572 6.038
C -18.487 6.467 5.259
C -19.015 8.248 6.823
H -13.631 5.658 6.445
H -13.862 6.743 5.050
H -14.602 5.045 4.992
H -15.469 5.343 8.069
H -16.486 4.570 6.802
H -17.045 6.013 7.710
H -14.788 10.138 5.078
H -15.141 9.954 3.377
H -13.831 9.040 3.993
H -16.488 6.517 3.788
H -14.998 7.170 2.900
H -16.662 7.754 2.614
H -17.715 5.745 4.962
H -18.951 6.742 4.290
H -19.241 5.938 5.871
H -18.539 8.782 7.684
H -19.699 7.487 7.218
H -19.575 8.947 6.118
C -13.298 5.074 14.789
Ge -14.219 6.089 13.347
C -16.148 6.361 13.916
C -14.002 4.965 11.738
C -13.378 7.802 13.081
Se -14.562 9.351 12.992
C -14.547 10.122 14.762
H -13.529 5.640 15.684
H -12.235 5.090 14.574
H -13.663 4.004 14.892
H -16.398 5.373 14.450
H -16.854 6.458 13.061
H -16.344 7.149 14.684
H -14.361 5.500 10.796
H -14.641 4.104 11.891
H -12.979 4.585 11.621
H -12.937 7.757 12.059
H -12.593 8.031 13.798
H -14.385 11.200 14.644
H -13.919 9.604 15.539
H -15.624 9.939 15.042

DFT total energy   -8205.80235 Eh
Charge   +2
2S+1   2
Relative energy (zero: lowest compared OMol25 entry of this formula, charge and spin)   36.0 kcal per mole



The following is a quantum chemistry calculation of one molecule with the formula C4H2FNS at a distorted geometry, from OMol25.

Cartesian coordinates (Å):
N 0.129 -2.719 -0.756
C 0.048 -1.603 -0.396
C 0.007 -0.203 -0.026
C 0.737 0.905 -0.668
S 1.907 0.762 -1.788
C -0.880 0.143 0.965
F -1.010 1.412 1.337
H 0.431 1.870 -0.302
H -1.370 -0.567 1.633

DFT total energy   -706.36334 Eh
SMILES string   N#C/C(C=S)=C/F
2S+1   1
Relative energy (zero: lowest compared OMol25 entry of this formula, charge and spin)   4.4 kcal per mole



The following is a quantum chemistry calculation of C30H37BrN6O2SiV as an isolated structure, from OMol25.

Cartesian coordinates (Å):
V 0.978 -0.751 -1.069
O 0.530 -0.988 1.192
C 0.872 -2.248 1.757
C 1.406 -3.233 0.738
C 1.650 -4.555 1.089
C 2.182 -5.409 0.143
C 2.465 -4.917 -1.125
C 2.184 -3.594 -1.391
N 1.650 -2.769 -0.482
H 1.302 -0.395 1.252
H -0.032 -2.648 2.220
H 1.615 -2.117 2.547
H 1.428 -4.896 2.092
H 2.381 -6.444 0.390
H 2.897 -5.545 -1.891
H 2.398 -3.161 -2.360
Br -1.608 3.303 5.485
C -2.068 4.149 3.852
C -1.130 4.218 2.834
C -1.471 4.815 1.632
C -2.745 5.342 1.457
C -3.655 5.317 2.506
C -3.328 4.702 3.704
N -3.131 6.055 0.270
N -2.875 5.619 -0.862
C -2.231 4.350 -1.043
C -1.054 4.348 -1.748
C -0.286 3.190 -1.881
C -0.700 1.971 -1.356
O 0.038 0.917 -1.441
C -2.008 1.930 -0.730
N -2.477 0.721 -0.317
C -3.671 0.659 0.213
C -4.521 1.770 0.363
C -4.069 2.991 -0.040
C -2.769 3.118 -0.583
H -0.142 3.802 2.975
H -0.746 4.858 0.830
H -4.623 5.782 2.372
H -4.041 4.662 4.516
H -0.694 5.287 -2.151
H 0.671 3.221 -2.385
H -4.015 -0.320 0.534
H -5.511 1.644 0.779
H -4.706 3.861 0.030
C -3.511 -2.816 -2.593
C -2.579 -3.613 -1.677
C -2.486 -5.058 -2.153
C -3.091 -3.578 -0.239
N -1.189 -3.109 -1.684
N -1.040 -1.710 -1.442
H -4.508 -3.260 -2.597
H -3.141 -2.817 -3.621
H -3.621 -1.781 -2.263
H -3.468 -5.531 -2.133
H -1.809 -5.625 -1.513
H -2.113 -5.107 -3.179
H -4.078 -4.037 -0.178
H -3.182 -2.556 0.132
H -2.410 -4.126 0.414
H -0.772 -3.291 -2.591
H -1.396 -1.492 -0.513
H -1.619 -1.132 -2.051
C 5.677 1.868 1.753
Si 5.739 0.734 0.262
C 6.738 -0.792 0.695
C 6.561 1.625 -1.165
C 4.046 0.245 -0.205
C 2.902 -0.057 -0.527
H 6.677 2.216 2.023
H 5.254 1.351 2.617
H 5.055 2.741 1.548
H 7.763 -0.530 0.971
H 6.780 -1.479 -0.153
H 6.287 -1.325 1.534
H 7.566 1.956 -0.892
H 5.982 2.501 -1.460
H 6.643 0.971 -2.035

DFT total energy   -5451.85580 Eh
2S+1   4



The following is a quantum chemistry calculation of C26H23Cl2N10NaO2 as an isolated structure, from OMol25.

Cartesian coordinates (Å):
Na -1.116 0.194 0.602
Cl 2.975 5.613 -1.552
C 1.958 4.192 -1.596
C 1.168 3.904 -0.495
C 0.330 2.783 -0.467
N -0.547 2.493 0.569
C -0.357 2.928 1.794
O 0.565 3.608 2.307
C -1.445 2.471 2.767
C -1.596 3.155 3.973
C -2.561 2.735 4.868
C -3.335 1.625 4.552
C -3.100 0.992 3.344
N -2.190 1.405 2.465
C 0.349 1.904 -1.589
C 1.125 2.239 -2.695
C 1.928 3.369 -2.706
Cl 2.878 3.713 -4.128
N -0.452 0.762 -1.541
C -0.192 -0.361 -2.110
O -1.274 -0.826 -4.279
C 1.206 -0.777 -2.519
C 1.638 -0.900 -3.839
C 2.922 -1.351 -4.073
C 3.739 -1.670 -2.995
C 3.215 -1.526 -1.723
N 1.982 -1.092 -1.475
H 1.197 4.548 0.370
H -0.937 3.989 4.166
H -2.706 3.257 5.807
H -4.095 1.252 5.226
H -3.659 0.107 3.059
H 1.074 1.628 -3.584
H 0.940 -0.656 -4.627
H 3.286 -1.451 -5.089
H 4.753 -2.022 -3.133
H 3.816 -1.770 -0.851
N -2.352 -2.008 0.703
C -1.562 -3.000 1.427
C -0.098 -2.884 1.029
N 0.459 -1.563 1.312
C 1.200 -1.442 2.550
C 1.393 0.019 2.939
N 2.018 0.766 1.860
H -3.335 -2.239 0.767
H -2.104 -2.033 -0.292
H -1.881 -4.029 1.220
H -1.668 -2.828 2.507
H -0.035 -3.049 -0.050
H 0.477 -3.682 1.523
H 1.035 -1.266 0.527
H 2.186 -1.941 2.495
H 0.643 -1.945 3.347
H 1.937 0.063 3.896
H 0.408 0.456 3.115
H 2.995 0.531 1.744
H 1.926 1.769 1.986
N -1.052 -1.421 -2.072
C -1.546 -1.611 -3.337
C -2.412 -2.774 -3.511
C -2.990 -3.074 -4.759
N -3.475 -3.351 -5.777
C -2.706 -3.615 -2.426
N -2.947 -4.311 -1.525

DFT total energy   -2785.47560 Eh
Charge   -2
2S+1   1
Relative energy (zero: lowest compared OMol25 entry of this formula, charge and spin)   22.1 kcal per mole



The following is a quantum chemistry calculation of one molecule with the formula C4H5NO2 at a distorted geometry, from OMol25.

Cartesian coordinates (Å):
O 2.264 -0.071 0.441
C 1.039 0.111 0.261
N 0.476 -0.044 -1.051
C -0.768 -0.152 -1.358
C -1.701 -0.020 -0.454
C -1.299 -0.008 0.919
O 0.103 0.310 1.232
H 1.150 -0.663 -1.848
H -1.095 -0.102 -2.410
H -2.664 0.013 -0.712
H -1.358 -1.095 1.340
H -1.935 0.659 1.396

DFT total energy   -360.58643 Eh
SMILES string   O=C1NC=CCO1
2S+1   1
Relative energy (zero: lowest compared OMol25 entry of this formula, charge and spin)   52.1 kcal per mole



The following is a quantum chemistry calculation of a 2-piece molecular cluster, C5H12O overall, from OMol25.

Cartesian coordinates (Å):
C 0.227 0.661 -1.932
C 0.001 1.594 -1.025
C 1.035 2.326 -0.253
H -0.613 0.232 -2.463
H 1.196 0.214 -2.102
H -1.024 1.812 -0.729
H 1.026 3.351 -0.644
H 2.026 1.899 -0.404
H 0.821 2.447 0.805
C -1.373 -1.448 1.162
C -0.087 -2.115 0.699
O 1.076 -1.461 1.215
H -1.314 -1.121 2.199
H -2.238 -2.089 1.017
H -1.537 -0.565 0.541
H -0.081 -3.184 0.912
H 0.014 -2.010 -0.385
H 0.845 -0.542 1.387

DFT total energy   -272.89535 Eh
SMILES string   C=CC.CCO
2S+1   1
Relative energy (zero: lowest compared OMol25 entry of this formula, charge and spin)   33.4 kcal per mole



The following is a quantum chemistry calculation of a 2-piece molecular cluster, C3H3IS overall at a distorted geometry, from OMol25.

Cartesian coordinates (Å):
C 0.918 1.711 1.799
C 0.029 1.644 0.988
C -0.948 1.287 0.147
S -0.697 1.692 -1.481
H 1.577 1.595 2.614
H -1.848 0.798 0.434
I 0.416 -4.127 -1.534
H 0.553 -4.600 -2.966

DFT total energy   -811.86370 Eh
SMILES string   C#CC=S.I
2S+1   1
Relative energy (zero: lowest compared OMol25 entry of this formula, charge and spin)   23.4 kcal per mole



The following is a quantum chemistry calculation of C2H7NO2S2 as an isolated structure at a distorted geometry, from OMol25.

Cartesian coordinates (Å):
C -2.349 0.523 0.856
C 1.584 -1.242 -1.109
N 0.204 -0.165 0.995
O 0.755 1.234 -0.897
O -0.903 -0.585 -1.384
S 0.945 0.971 1.842
S 0.247 -0.121 -0.652
H -2.384 1.505 0.309
H -2.987 -0.372 0.579
H -2.074 0.615 2.011
H 2.353 -0.512 -0.945
H 1.867 -2.082 -0.492
H 1.645 -1.733 -2.017
H 1.098 1.965 0.903

DFT total energy   -1081.80194 Eh
2S+1   3
Relative energy (zero: lowest compared OMol25 entry of this formula, charge and spin)   39.2 kcal per mole